C3H5BrClNO3 | ωB97M-V/def2-TZVPD

Each line ends with the natural charge from an NBO analysis.
CARTESIAN COORDINATES (ANGSTROEM)
Br1 3.1090 -1.6686 0.6040  0.242
Cl1 2.8507 1.2937 -0.9827  -0.291
O1 1.0889 -0.6866 -2.6066  -0.342
O2 3.0899 -1.4468 -2.2273  -0.317
O3 0.1769 -1.7019 0.9591  -0.681
N1 2.0089 -1.0461 -1.8958  0.436
C1 1.7716 -0.8571 -0.4518  0.249
C2 0.4212 -0.6256 0.0943  -0.113
C3 0.0741 0.5573 0.8170  -0.622
H1 0.9860 0.9103 1.3700  0.225
H2 -0.2119 -0.7447 -0.7361  0.246
H3 -0.1761 1.4458 0.2046  0.243
H4 0.9043 -1.7531 1.6410  0.473
H5 -0.7822 0.3720 1.6059  0.252

Properties
- Net charge: 0
- DFT total energy: -3431.7877 hartree
- 2S+1: 1
- E_LUMO (spin up / spin down): -2.9 / -2.9 eV